No. 1
Here is 3 unconnected molecules or ions with the total composition C4H15N2O in a non-equilibrium geometry from OMol25. Energies are from ωB97M-V/def2-TZVPD.

Cartesian coordinates (Å):
1 H 0.72159 -1.57090 -3.00520
2 H -1.00554 1.22402 2.64144
3 H -2.97361 1.67775 -0.33338
4 H -0.60603 -1.35648 2.57481
5 C -1.81395 0.48805 0.80352
6 H 2.50743 -2.44304 -1.69841
7 H 2.96319 -0.77404 -1.97311
8 H -1.28386 1.93919 -0.55359
9 H 0.19825 -1.06106 1.04038
10 H -2.70598 0.27993 1.40887
11 N 0.84738 -1.13380 -2.10113
12 C -0.62676 0.66521 1.79018
13 H -1.57750 -0.39170 0.17611
14 O 0.42592 1.37005 -1.03368
15 H 2.23647 -1.36539 -0.46742
16 H 0.72345 -0.12204 -2.12407
17 H 0.13246 1.28659 1.23204
18 C 2.18321 -1.40481 -1.55611
19 N -2.05329 1.71452 0.08950
20 H 0.60770 2.21656 -1.48682
21 C 0.06957 -0.67630 2.06533
22 H 1.02989 -0.56232 2.51074

Its HOMO-LUMO gap (alpha / beta) is 9.6 / 6.2 eV. As for the spin multiplicity: 2. As for the expectation value of S²: 0.76. For the energy relative to the best compared isomer or geometry (same formula, charge and spin), the calculation gives 1.652 eV. The calculation puts the maximum force at 2.1 eV/A.

No. 2
Here is 2 unconnected molecules or ions with the total composition C4H15N2O in a non-equilibrium geometry from OMol25. Energies are from ωB97M-V/def2-TZVPD.

Cartesian coordinates (Å):
1 H 1.08644 0.96330 -2.72808
2 H 0.35233 -0.17705 2.56744
3 C 0.96312 0.05887 -2.14993
4 H -1.52661 0.80926 1.01717
5 H 1.97552 2.24093 1.02380
6 C -1.74045 -0.20558 0.60920
7 H 1.88570 -0.39312 -1.82256
8 H -1.08083 -2.22711 1.01032
9 H -2.82278 -0.33035 0.58501
10 C -1.16773 -0.23112 -0.82261
11 H 0.70888 0.08275 0.00035
12 H 0.09183 1.35852 -0.74183
13 H -1.88946 0.34972 -1.40353
14 H 0.26221 -0.52670 -2.75087
15 H -1.13285 -1.22632 -1.25797
16 H -1.47198 -1.42260 2.43254
17 H 2.97729 2.06723 -0.00063
18 N 0.37291 -0.77113 1.74529
19 O 2.01877 2.01848 0.08533
20 H 0.95768 -1.55831 2.00791
21 C -1.01620 -1.23127 1.45315
22 N 0.19621 0.35159 -0.85950

Its HOMO-LUMO gap is 11.0 eV. As for the spin multiplicity: 1. The total charge is +1. For the energy relative to the best compared isomer or geometry (same formula, charge and spin), the calculation gives 0.791 eV. The calculation puts the maximum force at 1.8 eV/A.

No. 3
Here is 2 unconnected molecules or ions with the total composition C4H15N2O2 in a non-equilibrium geometry from OMol25. Energies are from ωB97M-V/def2-TZVPD.

Cartesian coordinates (Å):
1 H -0.67745 1.20486 1.23694
2 H -0.85775 2.93731 -2.74157
3 H 0.07881 -3.54913 -1.41159
4 O -0.61973 -3.15570 -0.83862
5 H 2.13474 0.74250 0.47709
6 N 1.73835 -0.52317 2.13032
7 H 0.49533 2.19063 -0.59806
8 H 0.08767 -1.62893 0.54999
9 C 0.05715 1.20493 -0.74703
10 C -1.27621 1.34258 -1.52739
11 H -2.09810 1.28916 -0.80910
12 O -1.46130 2.62413 -2.08271
13 H 0.71229 0.58816 -1.37162
14 H -1.29904 0.60215 -2.33507
15 H -0.98669 -1.01168 1.62473
16 H -1.35682 -0.94181 -0.00640
17 C 1.38180 0.60465 1.25289
18 H 2.64775 -0.31924 2.51304
19 H 1.65862 -1.47426 1.79492
20 C -0.06225 0.55054 0.62100
21 N -0.56556 -0.84168 0.64848
22 H 1.30877 1.42569 1.96655
23 H -1.04041 -3.86169 -0.34679

Its HOMO-LUMO gap (alpha / beta) is 3.9 / 9.9 eV. As for the spin multiplicity: 2. As for the expectation value of S²: 0.75. For the energy relative to the best compared isomer or geometry (same formula, charge and spin), the calculation gives 1.996 eV. The calculation puts the maximum force at 2.6 eV/A.

No. 4
Here is 2 unconnected molecules or ions with the total composition C4H15N2O2 in a non-equilibrium geometry from OMol25. Energies are from ωB97M-V/def2-TZVPD.

Cartesian coordinates (Å):
1 H -0.20873 -0.57940 -3.04262
2 H -2.86814 0.88122 1.58361
3 N -0.21653 -0.88701 1.05504
4 H -0.08031 -0.63126 2.04203
5 H 1.82346 -0.79382 -1.70472
6 O 1.25995 1.24481 1.80316
7 H 1.94159 -1.02016 0.79178
8 H 2.25284 1.11012 -0.00435
9 H -1.96400 -0.72838 -1.82053
10 H 0.45804 1.57116 0.03685
11 H 0.45030 0.83627 -2.16923
12 C 1.05588 -0.60943 0.29008
13 H -0.58038 -1.84712 0.90022
14 H -1.81368 0.91644 -1.49375
15 H -1.92099 1.57376 2.53107
16 C -0.03073 -0.17752 -2.03554
17 N -1.39019 0.00599 -1.42926
18 O -2.00957 0.76151 2.01497
19 C 0.88278 -1.01648 -1.16292
20 C 1.26194 0.94573 0.38784
21 H 2.05798 0.79617 2.12580
22 H -0.92809 -0.29409 0.59336
23 H 0.56658 -2.05850 -1.29290

Its HOMO-LUMO gap (alpha / beta) is 3.3 / 10.5 eV. As for the spin multiplicity: 2. As for the expectation value of S²: 0.75. For the energy relative to the best compared isomer or geometry (same formula, charge and spin), the calculation gives 1.835 eV. The calculation puts the maximum force at 2.7 eV/A.

Repeat the fourth record exactly.
Here is 2 unconnected molecules or ions with the total composition C4H15N2O2 in a non-equilibrium geometry from OMol25. Energies are from ωB97M-V/def2-TZVPD.

Cartesian coordinates (Å):
1 H -0.20873 -0.57940 -3.04262
2 H -2.86814 0.88122 1.58361
3 N -0.21653 -0.88701 1.05504
4 H -0.08031 -0.63126 2.04203
5 H 1.82346 -0.79382 -1.70472
6 O 1.25995 1.24481 1.80316
7 H 1.94159 -1.02016 0.79178
8 H 2.25284 1.11012 -0.00435
9 H -1.96400 -0.72838 -1.82053
10 H 0.45804 1.57116 0.03685
11 H 0.45030 0.83627 -2.16923
12 C 1.05588 -0.60943 0.29008
13 H -0.58038 -1.84712 0.90022
14 H -1.81368 0.91644 -1.49375
15 H -1.92099 1.57376 2.53107
16 C -0.03073 -0.17752 -2.03554
17 N -1.39019 0.00599 -1.42926
18 O -2.00957 0.76151 2.01497
19 C 0.88278 -1.01648 -1.16292
20 C 1.26194 0.94573 0.38784
21 H 2.05798 0.79617 2.12580
22 H -0.92809 -0.29409 0.59336
23 H 0.56658 -2.05850 -1.29290

Its HOMO-LUMO gap (alpha / beta) is 3.3 / 10.5 eV. As for the spin multiplicity: 2. As for the expectation value of S²: 0.75. For the energy relative to the best compared isomer or geometry (same formula, charge and spin), the calculation gives 1.835 eV. The calculation puts the maximum force at 2.7 eV/A.